# 1
C78H74N5OP2SSr | wB97M-V/def2-TZVPD

Structure (XYZ):
```
162
Properties=species:S:1:pos:R:3:lowdin_charge:R:1
Sr -0.007 0.440 1.075 1.34
C -3.718 0.550 1.391 -0.20
C -3.940 -0.973 1.428 -0.16
C -2.861 -1.720 0.632 -0.26
N -1.567 -1.654 1.275 -0.05
C -1.247 -2.481 2.239 -0.26
C -2.061 -3.582 2.636 -0.04
C -1.961 -4.514 3.653 -0.12
C -1.073 -4.586 4.715 -0.15
C -0.027 -3.696 4.942 -0.12
C 0.463 -2.696 4.135 -0.03
C 0.098 -2.236 2.834 -0.26
N 0.900 -1.509 2.105 -0.12
C 2.202 -1.173 2.619 -0.27
C 2.959 -0.222 1.682 -0.18
C 2.836 1.210 2.214 -0.24
N 1.452 1.466 2.483 -0.18
C 0.993 2.094 3.521 -0.26
C 1.790 2.521 4.625 -0.03
C 1.582 3.489 5.584 -0.12
C 0.524 4.382 5.711 -0.15
C -0.683 4.293 5.029 -0.11
C -1.148 3.282 4.216 -0.04
C -0.495 2.169 3.616 -0.26
N -1.139 1.148 3.099 -0.08
C -2.458 0.827 3.608 -0.24
C -3.673 1.225 2.762 -0.18
H -2.765 0.747 0.898 0.06
H -4.508 1.020 0.799 0.11
H -3.918 -1.343 2.457 0.10
H -4.920 -1.221 1.009 0.10
H -3.204 -2.749 0.449 0.09
H -2.750 -1.235 -0.341 0.08
H -2.927 -3.739 2.004 0.08
H -2.738 -5.273 3.651 0.09
H -1.228 -5.370 5.447 0.08
H 0.503 -3.831 5.881 0.09
H 1.304 -2.170 4.567 0.08
H 2.114 -0.673 3.595 0.11
H 2.789 -2.081 2.792 0.12
H 4.016 -0.491 1.628 0.11
H 2.540 -0.293 0.671 0.07
H 3.488 1.303 3.091 0.10
H 3.206 1.927 1.465 0.11
H 2.728 1.985 4.714 0.08
H 2.388 3.603 6.304 0.09
H 0.635 5.187 6.429 0.08
H -1.395 5.088 5.234 0.10
H -2.183 3.383 3.911 0.09
H -2.476 -0.264 3.715 0.10
H -2.592 1.257 4.610 0.11
H -4.568 0.953 3.333 0.11
H -3.683 2.309 2.616 0.10
C -6.555 -2.130 -2.927 -0.05
C -5.281 -1.604 -3.607 -0.56
C -4.139 -2.571 -3.287 -0.07
C -5.472 -1.576 -5.130 -0.05
C -5.002 -0.194 -3.096 -0.18
C -5.950 0.819 -3.307 -0.05
C -5.777 2.100 -2.816 -0.08
C -4.628 2.385 -2.094 -0.49
S -4.122 3.856 -1.332 1.07
C -2.630 3.028 -0.781 -0.49
N -2.556 1.800 -1.168 0.09
C -3.650 1.397 -1.887 -0.33
C -3.845 0.115 -2.400 0.03
C -1.631 3.735 0.008 -0.28
C -1.901 5.058 0.394 -0.09
C -0.974 5.787 1.107 -0.11
C 0.247 5.190 1.394 -0.10
C 0.498 3.887 0.987 -0.20
C -0.425 3.058 0.315 -0.13
H -6.741 -3.168 -3.214 0.08
H -7.427 -1.538 -3.203 0.07
H -6.441 -2.088 -1.843 0.09
H -4.377 -3.558 -3.687 0.08
H -3.993 -2.668 -2.210 0.08
H -3.201 -2.244 -3.737 0.09
H -5.645 -2.586 -5.508 0.08
H -4.577 -1.177 -5.610 0.09
H -6.320 -0.954 -5.416 0.07
H -6.855 0.603 -3.861 0.10
H -6.528 2.862 -2.982 0.10
H -3.059 -0.607 -2.231 0.10
H -2.859 5.507 0.144 0.06
H -1.189 6.799 1.428 0.09
H 1.000 5.742 1.950 0.10
H 1.480 3.495 1.217 0.06
C 6.369 -0.767 -5.467 -0.01
C 4.903 -1.216 -5.611 -0.44
C 4.650 -1.705 -7.049 -0.02
C 4.617 -2.356 -4.669 -0.11
C 5.262 -3.573 -4.856 -0.03
C 4.930 -4.686 -4.114 -0.07
C 3.928 -4.593 -3.166 -0.08
C 3.309 -3.379 -2.899 -0.31
P 1.937 -3.239 -1.664 1.16
C 0.621 -3.945 -2.749 -0.35
C -0.534 -4.476 -2.171 -0.11
C -1.552 -4.989 -2.960 -0.10
C -1.459 -4.937 -4.342 -0.11
C -0.348 -4.353 -4.929 -0.08
C 0.685 -3.865 -4.141 -0.08
C 2.488 -4.689 -0.658 -0.39
C 1.747 -5.826 -0.359 -0.08
C 2.283 -6.830 0.437 -0.08
C 3.571 -6.726 0.934 -0.10
C 4.325 -5.599 0.638 -0.09
C 3.781 -4.589 -0.137 -0.13
C 3.675 -2.250 -3.647 -0.19
O 3.032 -1.066 -3.336 0.00
C 3.186 0.019 -4.173 -0.17
C 2.481 1.208 -3.863 -0.24
C 2.561 2.267 -4.759 -0.07
C 3.319 2.192 -5.909 -0.07
C 4.050 1.058 -6.160 -0.04
C 4.006 -0.037 -5.309 -0.10
P 1.546 1.504 -2.254 1.14
C 0.317 2.617 -3.052 -0.39
C -0.786 1.935 -3.562 -0.12
C -1.772 2.596 -4.277 -0.08
C -1.692 3.969 -4.452 -0.09
C -0.599 4.659 -3.950 -0.08
C 0.412 3.987 -3.278 -0.11
C 2.896 2.545 -1.553 -0.35
C 2.721 3.818 -1.019 -0.12
C 3.805 4.525 -0.513 -0.08
C 5.070 3.962 -0.499 -0.10
C 5.244 2.665 -0.965 -0.09
C 4.167 1.967 -1.483 -0.10
H 7.048 -1.590 -5.693 0.08
H 6.562 -0.426 -4.449 0.10
H 6.581 0.056 -6.151 0.08
H 5.284 -2.561 -7.280 0.08
H 4.869 -0.919 -7.770 0.07
H 3.608 -2.005 -7.167 0.10
H 6.028 -3.659 -5.615 0.11
H 5.427 -5.631 -4.291 0.10
H 3.620 -5.478 -2.629 0.11
H -0.637 -4.465 -1.096 0.10
H -2.425 -5.426 -2.491 0.10
H -2.251 -5.339 -4.961 0.10
H -0.279 -4.278 -6.007 0.10
H 1.546 -3.423 -4.623 0.10
H 0.748 -5.951 -0.745 0.08
H 1.680 -7.699 0.669 0.10
H 3.987 -7.510 1.553 0.10
H 5.333 -5.499 1.022 0.10
H 4.374 -3.710 -0.367 0.11
H 2.025 3.179 -4.542 0.09
H 3.359 3.029 -6.594 0.10
H 4.675 1.021 -7.044 0.11
H -0.863 0.867 -3.392 0.10
H -2.614 2.045 -4.678 0.11
H -2.475 4.500 -4.980 0.10
H -0.527 5.731 -4.091 0.10
H 1.276 4.545 -2.949 0.10
H 1.733 4.245 -0.957 0.07
H 3.651 5.521 -0.115 0.11
H 5.915 4.519 -0.115 0.10
H 6.219 2.197 -0.916 0.10
H 4.310 0.949 -1.827 0.10
```

Properties
Charge: -1


# 2
C78H76F11N3 | wB97M-V/def2-TZVPD

Structure (XYZ):
```
168
Properties=species:S:1:pos:R:3:lowdin_charge:R:1
F 3.958 -4.542 -3.852 0.02
C 4.061 -5.778 -3.252 -0.29
C 3.123 -6.687 -3.568 -0.02
C 3.309 -7.937 -3.014 -0.08
C 4.302 -8.265 -2.059 -0.09
C 5.207 -7.258 -1.787 -0.08
C 5.114 -5.995 -2.411 -0.01
H 2.348 -6.417 -4.230 0.09
H 2.529 -8.679 -3.187 0.11
H 4.214 -9.255 -1.589 0.11
H 6.003 -7.433 -1.073 0.10
H 5.739 -5.133 -2.199 0.12
F -1.242 -3.673 0.849 0.04
C -0.488 -4.800 0.941 -0.28
C -0.959 -5.772 1.803 0.00
C -0.154 -6.909 1.865 -0.10
C 0.967 -7.108 1.090 -0.09
C 1.373 -6.095 0.204 -0.07
C 0.596 -4.954 0.128 -0.02
H -1.898 -5.674 2.363 0.13
H -0.517 -7.665 2.506 0.09
H 1.548 -8.067 1.161 0.12
H 2.250 -6.209 -0.446 0.10
H 0.981 -4.166 -0.490 0.10
F -2.248 -2.478 6.133 0.02
C -3.209 -1.728 5.489 -0.27
C -3.196 -0.328 5.642 0.00
C -4.232 0.384 5.016 -0.07
C -5.214 -0.278 4.272 -0.09
C -5.187 -1.667 4.102 -0.07
C -4.140 -2.394 4.711 -0.02
H -2.578 0.142 6.390 0.11
H -4.325 1.466 5.132 0.09
H -6.050 0.242 3.841 0.10
H -5.916 -2.151 3.419 0.12
H -4.134 -3.447 4.541 0.10
F -3.138 3.286 3.436 0.05
C -2.255 2.909 4.374 -0.33
C -2.621 3.314 5.689 -0.03
C -1.789 2.964 6.727 -0.11
C -0.593 2.375 6.416 -0.11
C -0.234 1.904 5.152 -0.06
C -1.177 2.140 4.128 -0.03
H -3.668 3.733 5.753 0.14
H -2.125 3.132 7.743 0.11
H 0.060 2.169 7.271 0.11
H 0.713 1.297 4.961 0.12
H -1.000 1.904 3.118 0.09
F 2.859 -1.419 6.584 0.05
C 2.165 -1.326 5.431 -0.28
C 2.845 -1.423 4.248 -0.01
C 2.136 -1.324 3.058 -0.04
C 0.715 -1.273 3.139 -0.05
C 0.057 -1.228 4.364 -0.12
C 0.782 -1.217 5.502 -0.05
H 3.927 -1.509 4.262 0.10
H 2.664 -1.454 2.135 0.08
H 0.121 -1.210 2.234 0.09
H -1.014 -1.436 4.365 0.09
H 0.206 -1.512 6.451 0.15
F 5.993 -2.033 3.952 0.05
C 5.710 -2.233 2.649 -0.27
C 6.106 -1.326 1.679 0.00
C 5.637 -1.474 0.351 -0.07
C 4.683 -2.432 0.030 -0.11
C 4.286 -3.316 1.009 -0.10
C 4.819 -3.272 2.270 -0.02
H 6.751 -0.485 1.885 0.11
H 6.048 -0.895 -0.419 0.09
H 4.386 -2.524 -1.030 0.11
H 3.513 -4.017 0.888 0.08
H 4.465 -4.057 2.956 0.13
F 1.416 -2.400 -2.416 -0.01
C 0.909 -1.367 -1.599 -0.24
C -0.473 -1.153 -1.687 -0.03
C -1.056 -0.233 -0.814 -0.05
C -0.207 0.451 0.056 -0.09
C 1.178 0.275 0.084 -0.07
C 1.752 -0.656 -0.798 -0.01
H -1.119 -1.808 -2.263 0.12
H -2.057 0.102 -0.986 0.08
H -0.609 1.147 0.773 0.08
H 1.814 0.706 0.828 0.08
H 2.784 -0.866 -0.828 0.08
F -3.825 6.437 -1.406 0.04
C -2.863 5.550 -0.989 -0.27
C -2.484 5.425 0.339 -0.02
C -1.468 4.589 0.686 -0.08
C -0.773 3.873 -0.294 -0.07
C -1.174 4.074 -1.597 -0.08
C -2.198 4.920 -1.990 -0.01
H -3.024 6.012 1.070 0.12
H -1.232 4.447 1.730 0.09
H 0.149 3.338 -0.101 0.09
H -0.576 3.630 -2.391 0.08
H -2.419 5.142 -3.005 0.12
F 3.905 2.472 -0.060 0.04
C 3.431 3.233 -1.070 -0.29
C 3.202 2.857 -2.352 -0.02
C 2.846 3.856 -3.260 -0.09
C 2.614 5.149 -2.830 -0.11
C 2.857 5.494 -1.536 -0.10
C 3.229 4.539 -0.616 -0.02
H 3.379 1.816 -2.650 0.12
H 2.628 3.604 -4.302 0.10
H 2.329 6.021 -3.490 0.13
H 2.583 6.457 -1.122 0.11
H 3.393 4.768 0.440 0.11
F -6.974 0.029 -0.295 0.06
C -6.543 -0.620 -1.387 -0.31
C -7.064 -0.255 -2.624 -0.02
C -6.474 -0.819 -3.723 -0.08
C -5.597 -1.922 -3.593 -0.08
C -5.144 -2.246 -2.347 -0.08
C -5.568 -1.536 -1.243 -0.03
H -7.744 0.591 -2.846 0.13
H -6.847 -0.495 -4.664 0.10
H -5.171 -2.366 -4.461 0.09
H -4.477 -3.041 -2.295 0.09
H -5.120 -1.682 -0.295 0.12
F -4.015 1.123 -1.053 0.04
C -4.752 2.258 -1.149 -0.30
C -4.992 2.638 -2.443 -0.05
C -5.519 3.842 -2.645 -0.09
C -5.978 4.602 -1.551 -0.12
C -5.825 4.146 -0.305 -0.10
C -5.184 2.910 -0.048 0.01
H -4.680 2.000 -3.295 0.11
H -5.646 4.204 -3.694 0.13
H -6.592 5.519 -1.811 0.13
H -6.115 4.741 0.537 0.11
H -4.909 2.543 0.942 0.13
C 3.023 -1.204 -5.261 -0.10
C 3.998 -2.181 -5.988 -0.24
C 3.224 -2.992 -7.069 -0.15
C 2.195 -3.869 -6.356 -0.22
N 1.444 -4.473 -5.770 0.15
H 2.490 -1.708 -4.435 0.06
H 2.314 -0.811 -6.019 0.07
H 3.544 -0.240 -5.040 0.07
H 4.432 -2.753 -5.207 0.07
H 4.767 -1.711 -6.605 0.10
H 3.882 -3.631 -7.677 0.11
H 2.627 -2.336 -7.682 0.10
C 0.298 1.759 -4.865 -0.10
C -0.748 0.686 -4.660 -0.23
C -2.142 1.227 -4.226 -0.19
C -2.864 1.912 -5.295 -0.25
N -3.510 2.394 -6.125 0.14
H 0.288 2.159 -5.901 0.08
H 1.302 1.433 -4.661 0.04
H 0.080 2.719 -4.227 0.09
H -0.438 0.086 -3.817 0.07
H -0.942 0.017 -5.526 0.13
H -1.949 1.997 -3.494 0.08
H -2.831 0.460 -3.808 0.12
C 3.561 5.141 4.519 -0.12
C 2.446 6.103 4.202 -0.23
C 1.554 5.475 3.068 -0.13
C 1.725 3.973 2.844 -0.24
N 1.862 2.844 2.696 0.19
H 4.152 5.351 5.382 0.07
H 4.276 5.075 3.646 0.11
H 3.139 4.177 4.534 0.03
H 2.911 7.021 3.905 0.09
H 1.847 6.365 5.082 0.11
H 1.695 5.795 2.033 0.10
H 0.468 5.646 3.333 0.12
```

Properties
Charge: 0


no.,electronic energy (hartree),lowest unoccupied orbital energy (Eh)
1,-4477.37491,0.0731
2,-4280.45101,0.0175